48
Properties=species:S:1:pos:R:3:forces:R:3 method="wB97M-V/def2-TZVPD" homo_ev="-14.59 / -14.53" spin_multiplicity=2 s2=0.756 homo_lumo_gap_ev="6.1 / 6.1" e_tot_ev=-48597.328 e_above_lowest_kcal_mol=1.32 total_charge=+2
Re 0.3384 -0.4789 0.6914 -0.1 0.5 -0.3
N -0.4102 -4.0204 2.9785 0.0 0.0 0.0
C -0.2646 -2.7518 2.5883 -0.1 -0.2 -0.1
S -0.7512 -2.3952 0.8803 0.0 0.0 0.0
N 0.2110 -1.8474 3.3640 0.1 0.2 0.0
N 0.2478 -0.5807 2.7617 0.0 -0.1 0.2
C 0.0791 0.3943 3.5923 0.0 -0.1 0.1
C -0.1452 1.7578 3.2154 0.0 -0.1 0.1
C -0.2341 2.7349 4.2208 0.0 0.0 0.0
C -0.5715 4.0321 3.9090 0.0 0.0 -0.1
C -0.8563 4.3724 2.5853 0.0 0.0 0.1
C -0.7949 3.4262 1.5789 0.0 0.0 -0.1
C -0.4317 2.1300 1.9003 0.0 0.1 -0.1
O -0.3664 1.2214 0.8672 0.0 -0.3 0.0
H -0.8709 -4.6998 2.3986 0.0 0.0 0.0
H -0.1857 -4.2725 3.9290 0.0 0.0 0.0
H 0.0279 0.1217 4.6430 0.0 0.0 0.0
H -0.0397 2.4505 5.2473 0.0 0.0 0.0
H -0.6315 4.7795 4.6870 0.0 0.0 0.0
H -1.1384 5.3870 2.3387 0.0 0.0 0.0
H -1.0227 3.6766 0.5518 0.0 0.0 0.0
O -4.3721 -0.6845 -5.9710 0.1 0.0 0.0
C -4.3536 -0.2990 -4.6890 0.0 0.0 -0.1
O -5.3407 0.1095 -4.1558 0.0 0.0 0.0
C -3.0468 -0.3830 -3.9269 0.0 0.0 0.0
C -1.8737 -0.9487 -4.4157 0.0 0.0 0.0
C -0.7323 -0.9901 -3.6338 0.0 -0.1 0.0
C -0.7605 -0.4554 -2.3495 0.1 0.0 0.0
C -1.9341 0.0918 -1.8463 0.0 0.1 0.1
C -3.0672 0.1317 -2.6351 0.0 0.0 0.0
N 0.3982 -0.4745 -1.5011 -0.2 0.0 0.2
C 1.5788 -0.5551 -1.9845 0.1 0.0 0.0
C 2.6997 -0.6509 -1.0482 0.0 0.0 0.0
C 4.0141 -0.7313 -1.4391 0.0 0.0 0.0
C 5.0030 -0.8166 -0.4577 0.0 0.0 0.0
C 4.6424 -0.8222 0.8785 0.0 0.0 0.0
C 3.3022 -0.7424 1.2117 0.0 0.0 0.0
N 2.3490 -0.6561 0.2675 0.0 -0.1 0.1
H -3.5078 -0.9525 -6.3035 0.0 0.0 0.0
H -1.8216 -1.3943 -5.4008 0.0 0.0 0.0
H 0.1469 -1.4838 -4.0256 0.0 0.0 0.0
H -1.9615 0.5148 -0.8518 0.0 0.0 0.0
H -3.9904 0.5584 -2.2683 0.0 0.0 0.0
H 1.7811 -0.5531 -3.0503 0.0 0.0 0.0
H 4.2671 -0.7279 -2.4906 0.0 0.0 0.0
H 6.0450 -0.8800 -0.7426 0.0 0.0 0.0
H 5.3829 -0.8905 1.6624 0.0 0.0 0.0
H 2.9628 -0.7519 2.2387 0.0 0.0 0.0